A cluster of 14 separate species, C5H39NO14 in total. Source: OMol25; level of theory: wB97M-V/def2-TZVPD.

```
59
C5H39NO14 | OMol25 | wB97M-V/def2-TZVPD
C -0.4519 1.3456 3.1671
O -1.5876 1.0462 2.3907
C 0.7463 0.6772 2.4678
C 0.4653 -0.7286 1.8958
C 1.7997 -1.3633 1.5198
C 2.7543 -0.4580 0.6698
N 2.2626 -0.4270 -0.7488
H -0.4807 1.0101 4.2005
H -0.4024 2.4482 3.1729
H -1.6483 0.0945 2.2558
H 1.5687 0.6321 3.1913
H 1.0574 1.3779 1.6475
H -0.0785 -0.6814 0.9261
H -0.0362 -1.4306 2.5308
H 1.6979 -2.3350 1.0069
H 2.4152 -1.5146 2.4408
H 3.7445 -0.9022 0.5876
H 2.8500 0.5357 1.0925
H 2.7926 0.3658 -1.1213
H 1.3323 0.0289 -0.7797
H -2.0675 2.0581 0.5347
H -1.9250 1.4747 -0.8700
O -1.5516 2.1443 -0.2768
H -4.2323 0.4926 -2.1048
H -4.5434 1.3536 -0.8352
O -3.8746 1.1417 -1.4985
H -1.1016 2.5648 -2.3696
H -1.1309 1.5458 -3.5832
O -0.8025 2.3929 -3.2658
H -2.5117 -2.0246 1.2282
H -2.5095 -1.3811 -0.1025
O -2.8409 -1.2327 0.7881
H 0.8212 0.4396 -4.0163
H 0.2098 -0.9544 -3.9191
O 0.4485 -0.2744 -4.5556
H -0.5869 -3.5591 0.1138
H -2.0205 -3.8246 0.5856
O -1.3443 -3.1317 0.5629
H -4.0161 0.7811 1.2697
H -4.4505 1.6316 2.4113
O -4.8067 1.2094 1.6231
H -0.0061 -1.1861 -1.2623
H -1.2221 -1.7746 -1.3619
O -0.8633 -0.9146 -1.6772
H 0.7576 2.8867 0.0215
H 0.4000 3.9793 -0.8416
O 1.1313 3.3534 -0.7408
H 1.0291 2.1515 -3.4213
H 1.9920 2.2062 -2.2803
O 1.8545 1.7367 -3.1083
H 1.4838 -5.3987 0.3159
H 1.2585 -4.4918 1.6451
O 0.8746 -5.0729 0.9878
H 2.6819 3.6202 0.2171
H 2.8105 3.7531 1.7502
O 2.9310 3.1404 1.0233
H 2.1576 -3.1497 -1.1638
H 2.5472 -3.4915 -2.5684
O 2.2179 -3.9163 -1.7689
```

E_LUMO	-0.1	eV
energy above the lowest of the compared OMol25 structures with the same formula, charge and spin	343.2	kJ/mol

These are the Mulliken partial charges, in e, on atoms 1 to 6: atom 1 (C): -0.751, atom 2 (O): -0.416, atom 3 (C): 0.173, atom 4 (C): -0.042, atom 5 (C): -0.158, atom 6 (C): -0.784